The following is a quantum chemistry calculation of a molecular structure, C23H19ErN3O6 at a distorted geometry, from the OMol25 dataset.

Last column: Löwdin charge in e.
Cartesian coordinates (Å):
Er  0.407  0.755  -0.036  1.51
O  1.921  -0.670  -0.812  -0.17
C  2.960  -1.294  -0.457  -0.41
C  3.331  -2.524  -1.015  0.00
C  4.453  -3.252  -0.616  -0.06
C  5.237  -2.679  0.363  -0.13
C  5.111  -1.360  0.685  -0.04
C  3.886  -0.707  0.405  -0.15
C  3.598  0.521  1.120  -0.04
N  2.408  1.051  1.274  -0.09
C  2.255  2.023  2.332  -0.23
C  0.935  1.869  3.023  -0.23
N  -0.141  1.574  2.101  -0.09
C  -1.309  1.390  2.693  -0.07
C  -2.561  1.126  2.098  -0.16
C  -3.540  0.516  2.878  -0.03
C  -4.735  0.139  2.258  -0.08
C  -4.900  0.383  0.876  -0.06
C  -3.995  1.153  0.124  0.00
C  -2.704  1.332  0.665  -0.37
O  -1.683  1.483  -0.075  -0.17
H  2.643  -2.923  -1.678  0.09
H  4.651  -4.252  -1.073  0.13
H  5.963  -3.333  0.867  0.11
H  5.749  -0.928  1.545  0.14
H  4.492  1.009  1.577  0.14
H  2.353  3.044  1.866  0.14
H  3.107  1.924  3.061  0.14
H  0.684  2.741  3.660  0.14
H  0.995  1.086  3.764  0.12
H  -1.303  1.127  3.744  0.13
H  -3.375  0.409  3.969  0.13
H  -5.549  -0.340  2.727  0.09
H  -5.697  -0.165  0.458  0.09
H  -4.195  1.527  -0.916  0.13
O  -1.909  -2.965  -0.477  0.14
C  -1.138  -1.820  -0.561  -0.30
O  -0.586  -1.251  0.431  0.01
C  -1.148  -1.217  -1.920  -0.16
C  -2.019  -1.693  -2.900  0.11
C  -2.238  -0.749  -4.005  0.03
C  -1.572  0.476  -4.131  0.05
C  -0.605  0.810  -3.129  -0.08
N  -0.518  -0.037  -2.042  0.07
C  -0.026  2.137  -2.766  -0.38
O  -0.304  3.185  -3.626  0.17
O  0.616  2.347  -1.773  0.07
H  -1.957  -3.261  0.463  0.17
H  -2.518  -2.654  -2.821  0.13
H  -2.843  -0.988  -4.864  0.12
H  -1.914  1.075  -4.935  0.11
H  -0.777  2.848  -4.399  0.11

Cartesian forces, eV/Å:
Er 1.445 0.609 1.036
O -2.669 0.953 -0.636
C 2.020 -0.564 -0.023
C 1.014 -0.578 0.774
C -1.724 0.076 -0.890
C 2.171 -1.099 0.289
C -0.410 0.576 3.036
C 1.058 1.311 0.458
C -0.430 0.165 -0.285
N 0.981 -1.177 -0.177
C 1.666 1.783 -0.140
C -0.230 0.234 1.333
N -1.568 0.486 0.651
C 1.681 -1.283 -0.760
C 0.592 0.173 -1.387
C -1.664 0.277 0.218
C 1.686 0.462 -0.702
C 1.475 0.991 0.672
C -0.775 -0.475 -0.477
C -1.159 -0.836 1.499
O 0.780 0.755 -1.061
H -1.103 -0.833 -1.486
H -0.174 0.955 0.714
H 0.099 0.675 -0.436
H -0.850 -0.635 -1.702
H -0.740 -0.413 0.183
H -0.247 -0.672 0.532
H -0.879 0.242 -0.475
H 0.315 -0.025 -0.654
H 0.210 -0.710 0.197
H 0.164 0.725 0.616
H -0.156 -0.048 -0.828
H -0.472 -0.604 0.839
H -1.214 0.227 -0.887
H 0.232 -0.889 0.991
O 1.758 2.137 0.595
C 0.038 -0.372 2.972
O -2.069 -2.374 -2.903
C -0.731 0.713 -1.068
C 0.132 2.377 -1.978
C 1.180 -1.385 1.107
C 0.864 -1.110 2.167
C -2.278 -2.527 1.882
N -0.057 0.415 -1.800
C -0.551 2.139 -2.552
O 0.600 -1.876 1.458
O 0.110 -0.170 0.331
H 0.169 0.313 -0.639
H 0.017 0.337 -0.099
H -0.526 -0.393 0.253
H 0.245 0.790 -0.679
H -0.028 0.150 -0.080

**Molar mass**: 600.68 g mol⁻¹
**Net charge**: +1
**Kohn-Sham gap (alpha / beta)**: 5.60 / 5.61 eV
**Maximum force**: 4.3 eV/Å
**⟨S²⟩**: 3.752
**E_LUMO (alpha / beta)**: -4.579 / -4.576 eV
**E_tot**: -68533.6826 eV
**E_HOMO (alpha / beta)**: -10.176 / -10.182 eV
**Spin multiplicity**: 4

=====

The following is a quantum chemistry calculation of C5H9FO in the gas phase at a distorted geometry, from the OMol25 dataset.

Last column: Löwdin charge in e.
Cartesian coordinates (Å):
C  -2.062  -0.655  2.059  0.02
C  -1.401  0.144  1.230  -0.24
C  1.939  0.710  -0.034  0.01
C  -0.015  -0.256  -1.620  0.04
C  0.496  0.592  -0.421  -0.43
O  -0.016  0.186  1.056  -0.09
F  -0.155  1.793  -0.600  0.02
H  -3.152  -0.705  2.064  0.05
H  -1.496  -1.201  2.843  0.07
H  -1.966  0.582  0.537  0.06
H  1.979  1.585  0.566  0.09
H  2.489  0.973  -0.884  0.07
H  2.180  -0.303  0.337  0.12
H  0.669  -0.215  -2.357  0.04
H  0.120  -1.275  -1.338  0.09
H  -1.032  -0.058  -1.828  0.08

Cartesian forces, eV/Å:
C 1.106 -0.290 1.478
C 2.404 -2.677 1.092
C -1.400 -0.975 -1.005
C 0.192 -0.629 4.562
C -2.744 -0.239 2.292
O -0.966 0.058 -1.948
F 0.758 0.547 -0.054
H 0.422 0.220 -0.019
H -0.606 0.173 -0.650
H -1.808 2.397 -2.929
H 0.317 0.139 1.418
H 1.145 -0.030 -1.520
H 0.442 0.994 0.312
H 1.926 1.045 -3.070
H -0.429 -1.082 0.502
H -0.759 0.349 -0.462

**Molar mass**: 104.12 g mol⁻¹
**Net charge**: 0
**Kohn-Sham gap**: 9.78 eV
**Maximum force**: 4.6 eV/Å
**E_LUMO**: 0.922 eV
**E_tot**: -10093.8034 eV
**Energy above the lowest of the compared OMol25 structures with the same formula, charge and spin**: 192.0 kJ/mol
**E_HOMO**: -8.860 eV

=====

The following is a quantum chemistry calculation of C2H3NO2 in the gas phase at a distorted geometry, from the OMol25 dataset.

Last column: Löwdin charge in e.
Cartesian coordinates (Å):
C  0.579  1.067  -0.027  0.12
C  0.602  -0.407  0.238  -0.29
N  -1.620  -0.285  -0.225  -0.05
O  -0.546  -1.023  -0.319  -0.05
O  -1.526  0.854  0.249  -0.04
H  0.250  1.092  -1.099  0.07
H  1.515  -0.709  -0.197  0.09
H  0.745  -0.589  1.379  0.15

Cartesian forces, eV/Å:
C -0.031 -1.698 -2.692
C 1.456 2.041 4.208
N -2.902 3.248 0.088
O 1.491 -0.262 0.743
O -0.735 -3.700 -0.250
H 0.919 1.883 0.667
H 0.571 -1.321 -0.986
H -0.769 -0.190 -1.778

**Molar mass**: 73.05 g mol⁻¹
**Net charge**: 0
**Kohn-Sham gap (alpha / beta)**: 7.69 / 9.48 eV
**Maximum force**: 4.9 eV/Å
**⟨S²⟩**: 2.024
**E_LUMO (alpha / beta)**: 0.034 / -1.315 eV
**E_tot**: -7699.0213 eV
**Energy above the lowest of the compared OMol25 structures with the same formula, charge and spin**: 570.1 kJ/mol
**E_HOMO (alpha / beta)**: -7.657 / -10.796 eV
**Spin multiplicity**: 3

=====

The following is a quantum chemistry calculation of a molecular structure, C46H49Cl10FN4O8PS at a distorted geometry, from the OMol25 dataset.

Last column: Löwdin charge in e.
Cartesian coordinates (Å):
C  4.385  -0.329  1.008  -0.06
C  3.003  0.237  0.840  -0.28
O  2.458  0.015  -0.475  -0.19
P  2.053  -1.450  -0.895  0.44
O  3.184  -2.319  -1.178  -0.23
C  1.040  -2.317  0.360  -0.25
C  -0.274  -2.970  -0.128  -0.14
C  -1.475  -2.180  0.483  -0.07
C  -2.696  -2.036  -0.330  -0.17
N  -3.659  -2.912  -0.300  0.00
C  -3.680  -4.153  0.461  -0.08
C  -4.417  -3.983  1.783  -0.13
C  -5.926  -4.115  1.572  -0.07
C  -6.666  -2.824  1.709  -0.54
O  -7.851  -2.776  1.868  0.13
O  -5.924  -1.706  1.604  0.09
N  -4.709  -2.544  -1.065  0.24
C  -4.410  -1.453  -1.620  -0.22
C  -5.196  -0.615  -2.532  -0.07
C  -6.548  -1.161  -3.000  -0.08
C  -6.594  -2.625  -3.356  -0.56
N  -7.297  -3.441  -2.484  0.15
O  -6.051  -3.077  -4.324  0.10
N  -3.114  -1.087  -1.183  0.05
S  -2.351  0.357  -1.651  0.60
O  -3.066  1.355  -0.988  -0.16
O  -2.302  0.362  -3.037  -0.14
F  -1.024  0.195  -0.999  -0.03
O  1.255  -1.230  -2.231  -0.20
C  2.153  -0.525  -3.159  -0.24
C  1.663  0.854  -3.517  -0.05
H  4.898  0.160  1.819  0.08
H  4.947  -0.194  0.101  0.08
H  4.353  -1.392  1.181  0.06
H  3.087  1.306  0.935  0.10
H  2.341  -0.079  1.626  0.01
H  1.669  -3.097  0.736  0.06
H  0.795  -1.681  1.201  0.01
H  -0.359  -3.038  -1.201  0.11
H  -0.304  -3.978  0.244  0.11
H  -1.787  -2.708  1.366  0.12
H  -1.165  -1.214  0.831  0.12
H  -4.159  -4.876  -0.173  0.14
H  -2.669  -4.493  0.599  0.12
H  -4.054  -4.773  2.415  0.12
H  -4.157  -3.017  2.180  0.11
H  -6.390  -4.803  2.255  0.14
H  -6.153  -4.475  0.583  0.11
H  -6.465  -1.000  1.982  0.14
H  -5.413  0.291  -1.982  0.14
H  -4.573  -0.303  -3.349  0.12
H  -6.779  -0.626  -3.905  0.13
H  -7.343  -0.939  -2.310  0.12
H  -6.714  -4.209  -2.192  0.09
H  -7.517  -2.931  -1.642  0.07
H  3.136  -0.437  -2.731  0.10
H  2.265  -1.133  -4.039  0.05
H  1.168  0.867  -4.472  0.08
H  2.509  1.514  -3.550  0.02
H  0.985  1.265  -2.788  0.07
Cl  1.569  0.824  4.111  0.71
C  1.140  -0.539  5.090  -0.67
C  1.325  -1.837  4.645  -0.63
Cl  2.007  -2.178  3.082  0.81
C  0.961  -2.906  5.448  -0.11
C  0.412  -2.677  6.696  -0.12
C  0.230  -1.377  7.146  -0.09
C  0.594  -0.311  6.344  -0.10
H  1.105  -3.917  5.096  0.11
H  0.124  -3.512  7.318  0.09
H  -0.198  -1.196  8.122  0.10
H  0.452  0.703  6.690  0.11
Cl  4.672  2.938  -4.593  0.69
C  4.540  3.943  -3.191  -0.68
C  4.763  5.310  -3.257  -0.69
Cl  5.174  6.085  -4.745  0.68
C  4.657  6.082  -2.112  -0.13
C  4.327  5.496  -0.904  -0.10
C  4.098  4.130  -0.837  -0.08
C  4.206  3.355  -1.979  -0.11
H  4.835  7.147  -2.162  0.11
H  4.251  6.105  -0.014  0.11
H  3.839  3.667  0.105  0.10
H  4.032  2.289  -1.928  0.09
Cl  -2.459  -3.282  9.041  0.70
C  -3.531  -2.057  8.456  -0.68
C  -3.702  -1.834  7.098  -0.68
Cl  -2.855  -2.782  5.922  0.68
C  -4.562  -0.838  6.663  -0.11
C  -5.254  -0.069  7.581  -0.08
C  -5.088  -0.295  8.940  -0.07
C  -4.227  -1.287  9.375  -0.10
H  -4.691  -0.665  5.604  0.10
H  -5.923  0.708  7.237  0.11
H  -5.628  0.302  9.661  0.11
H  -4.095  -1.465  10.432  0.11
Cl  2.391  -0.268  -8.699  0.69
C  1.054  -1.175  -8.089  -0.69
C  1.202  -2.063  -7.035  -0.69
Cl  2.724  -2.309  -6.265  0.72
C  0.115  -2.781  -6.574  -0.12
C  -1.124  -2.616  -7.159  -0.09
C  -1.279  -1.724  -8.211  -0.08
C  -0.192  -1.006  -8.675  -0.10
H  0.242  -3.475  -5.754  0.11
H  -1.966  -3.179  -6.802  0.10
H  -2.249  -1.592  -8.671  0.11
H  -0.307  -0.312  -9.495  0.11
Cl  7.848  5.374  -0.685  0.70
C  8.421  7.004  -0.667  -0.68
C  8.568  7.706  0.520  -0.69
Cl  8.198  6.984  2.047  0.67
C  9.022  9.016  0.495  -0.11
C  9.330  9.622  -0.710  -0.08
C  9.186  8.917  -1.897  -0.08
C  8.732  7.611  -1.874  -0.11
H  9.134  9.561  1.421  0.11
H  9.682  10.644  -0.722  0.11
H  9.428  9.386  -2.840  0.11
H  8.617  7.059  -2.796  0.11

Cartesian forces, eV/Å:
C -0.212 -0.516 -0.208
C 0.785 0.796 0.021
O -0.867 0.288 0.751
P 0.761 -1.579 -0.267
O 1.212 -0.729 0.433
C -1.212 0.681 -1.016
C -0.145 0.931 0.210
C 0.328 -0.274 -0.185
C 0.306 -0.382 0.072
N -0.044 -0.353 0.037
C -0.207 0.103 0.164
C -0.107 -0.706 -1.035
C 0.529 0.718 0.302
C -0.907 -0.197 -0.075
O -0.265 0.107 0.148
O 0.606 0.187 0.297
N -1.070 -1.855 0.368
C 1.269 1.268 -0.309
C -0.730 0.073 0.242
C -0.084 0.041 -0.459
C 0.060 -0.489 0.180
N 0.234 0.558 0.864
O 0.669 0.014 -0.555
N 0.455 0.093 -0.200
S -2.520 0.974 -0.211
O -0.269 0.887 1.052
O 0.970 -0.572 -1.511
F 1.477 -0.584 0.426
O -0.833 0.857 -0.102
C -0.211 0.279 -0.526
C -0.215 -0.153 0.067
H 0.142 0.161 0.386
H 0.323 0.209 -0.394
H 0.099 -0.412 0.169
H -0.227 0.535 -0.148
H -0.452 -0.291 0.033
H 0.616 -0.237 -0.025
H 0.056 0.160 -0.190
H 0.113 0.130 -0.463
H -0.120 -0.475 0.130
H -0.149 -0.109 0.542
H 0.195 0.541 0.027
H -0.233 -0.352 -0.266
H 0.476 0.071 0.001
H 0.086 -0.189 0.545
H 0.114 0.208 0.529
H -0.154 -0.250 0.341
H -0.103 -0.262 -0.464
H -0.172 0.270 -0.245
H 0.018 0.478 0.161
H 0.237 -0.116 -0.543
H -0.141 0.281 -0.377
H -0.175 0.206 0.530
H -0.216 -0.665 -0.485
H -0.390 -0.019 0.159
H 0.317 -0.219 0.302
H -0.172 -0.379 -0.122
H -0.241 0.052 -0.434
H 0.321 0.402 -0.240
H -0.258 0.048 0.447
Cl 0.004 -0.017 -0.029
C -0.017 0.165 -0.002
C 0.104 -0.188 -0.042
Cl 0.225 -0.051 1.132
C -0.043 -0.109 0.070
C 0.048 0.067 0.104
C 0.028 -0.065 -0.007
C -0.086 -0.017 0.124
H 0.069 0.008 -0.064
H -0.012 -0.026 0.001
H -0.010 0.013 0.018
H 0.039 0.056 -0.063
Cl 0.036 0.050 -0.021
C -0.011 -0.210 0.000
C 0.038 0.171 -0.081
Cl 0.018 -0.047 -0.014
C -0.069 0.075 0.186
C -0.077 -0.055 0.027
C -0.003 0.061 -0.021
C -0.010 -0.014 0.122
H 0.038 0.015 -0.106
H 0.027 0.032 0.009
H 0.011 -0.022 0.021
H 0.033 -0.042 -0.069
Cl -0.004 -0.012 -0.037
C 0.093 -0.075 0.144
C -0.005 0.014 -0.139
Cl -0.069 -0.044 -0.084
C -0.084 0.096 0.009
C 0.000 -0.003 0.076
C -0.014 0.024 -0.082
C -0.085 0.105 0.054
H 0.056 -0.053 -0.046
H -0.015 0.011 -0.020
H -0.002 0.003 0.031
H 0.059 -0.070 0.008
Cl 0.027 -0.012 0.052
C 0.026 0.146 -0.150
C 0.095 -0.015 0.076
Cl 0.268 -0.037 -0.089
C -0.185 -0.160 0.150
C -0.005 0.214 -0.196
C -0.025 -0.038 0.045
C -0.151 -0.022 -0.018
H 0.097 0.005 -0.002
H -0.219 -0.169 0.104
H 0.010 0.015 -0.031
H 0.085 0.028 -0.016
Cl 0.043 -0.075 0.055
C -0.042 -0.101 -0.134
C -0.001 0.048 0.158
Cl -0.028 -0.039 -0.017
C 0.045 0.128 -0.051
C -0.008 -0.033 -0.075
C 0.006 0.054 0.065
C 0.024 0.101 -0.104
H -0.020 -0.059 0.069
H 0.013 0.021 0.021
H 0.000 -0.008 -0.031
H -0.033 -0.085 0.025

**Molar mass**: 1222.49 g mol⁻¹
**Net charge**: +1
**Kohn-Sham gap**: 7.18 eV
**Maximum force**: 2.7 eV/Å
**E_LUMO**: -3.128 eV
**E_tot**: -218899.3091 eV
**E_HOMO**: -10.313 eV

=====

The following is a quantum chemistry calculation of C5H6O in the gas phase, from the OMol25 dataset.

Last column: Löwdin charge in e.
Cartesian coordinates (Å):
C  -1.356  0.728  0.063  -0.06
C  -1.125  -0.777  0.062  -0.24
O  0.001  -0.994  -0.817  -0.12
C  1.022  -1.286  -0.017  -0.06
C  2.119  -0.422  -0.323  -0.13
C  2.831  0.534  -0.076  0.13
H  -0.390  1.245  0.033  0.07
H  -1.872  1.056  0.968  0.08
H  -1.931  1.046  -0.810  0.08
H  -1.977  -1.364  -0.268  0.12
H  -0.779  -1.141  1.033  0.10
H  3.455  1.375  0.153  0.04

Cartesian forces, eV/Å:
C -0.108 0.049 0.047
C -0.399 -0.029 0.250
O 0.452 0.049 0.399
C 0.429 0.382 -0.312
C 0.629 0.366 0.097
C -0.145 -0.426 -0.224
H -0.149 -0.125 0.049
H -0.103 -0.109 -0.073
H 0.057 -0.029 0.082
H -0.109 0.044 -0.212
H -0.425 0.103 0.026
H -0.128 -0.276 -0.129

**Molar mass**: 82.10 g mol⁻¹
**Net charge**: 0
**Kohn-Sham gap**: 8.29 eV
**Maximum force**: 0.7 eV/Å
**E_LUMO**: -0.224 eV
**E_tot**: -7324.1639 eV
**Energy above the lowest of the compared OMol25 structures with the same formula, charge and spin**: 494.1 kJ/mol
**E_HOMO**: -8.513 eV